A gas-phase ion, H3N6 (charge +1) in a non-equilibrium geometry. Source: the OMol25 dataset; level of theory: ωB97M-V/def2-TZVPD.

```
9
H3N6 ωB97M-V/def2-TZVPD
N -2.0567 0.2705 -0.0234
N -1.7075 -0.9530 -0.0028
N -1.2272 1.1298 -0.0232
N -0.3678 -0.9629 0.0190
N 0.1614 0.2089 0.0113
N 1.3903 0.5998 0.0592
H 0.0923 -1.8716 0.0329
H 1.5404 1.6036 0.0289
H 2.1749 -0.0251 -0.1019
```

- total energy (eV) = -8976.3802
- SMILES = N[n+]1nnn[nH]1
- LUMO energy (eV) = -5.89
- net charge = +1
- orbital gap (eV) = 9.5
- energy relative to the best compared isomer or geometry (same formula, charge and spin) (kcal/mol) = 41.24
- multiplicity = 1


H3NO in the gas phase in a non-equilibrium geometry. Source: the OMol25 dataset; level of theory: ωB97M-V/def2-TZVPD.

```
5
H3NO ωB97M-V/def2-TZVPD
H -1.2838 0.4787 0.2376
H 0.6800 0.8155 -0.2152
H 0.8495 -0.7099 0.5064
N 0.5236 -0.2499 -0.2859
O -0.7692 -0.3344 -0.2429
```

- total energy (eV) = -3583.3927
- SMILES = NO
- LUMO energy (eV) = 0.74
- net charge = 0
- orbital gap (eV) = 9.8
- energy relative to the best compared isomer or geometry (same formula, charge and spin) (kcal/mol) = 20.77
- multiplicity = 1


2 unconnected molecules or ions with the total composition H3NO2S in a non-equilibrium geometry. Source: the OMol25 dataset; level of theory: ωB97M-V/def2-TZVPD.

```
7
H3NO2S ωB97M-V/def2-TZVPD
N -0.7083 -1.5426 0.0219
O 1.3576 2.3363 0.5657
O -0.2481 -0.4283 -0.6159
S 1.1045 3.8109 0.5971
H -0.0398 -2.3302 -0.0246
H -1.3498 -2.0575 -0.6010
H -0.1162 0.2114 0.0568
```

- total energy (eV) = -16464.9705
- SMILES = O=S.NO
- LUMO energy (spin up / spin down) (eV) = -1.84 / -1.84
- net charge = 0
- orbital gap (spin up / spin down) (eV) = 7.7 / 7.7
- energy relative to the best compared isomer or geometry (same formula, charge and spin) (kcal/mol) = 85.57
- multiplicity = 1


A molecular structure, H3NO3P2 in a non-equilibrium geometry. Source: the OMol25 dataset; level of theory: ωB97M-V/def2-TZVPD.

```
9
H3NO3P2 ωB97M-V/def2-TZVPD
N 0.4775 -0.6534 0.6310
O 2.1073 0.5079 -1.3674
O 0.3995 -1.2879 -2.1308
O -0.3644 0.9477 -0.9649
P -0.9525 0.7857 0.7139
P 0.7891 -0.2477 -1.1241
H 1.3124 -0.2829 1.1657
H -2.1075 0.0110 0.4914
H -1.6615 0.2197 2.5851
```

- total energy (eV) = -26258.6987
- LUMO energy (eV) = 7.32
- net charge = -2
- orbital gap (eV) = 6.5
- energy relative to the best compared isomer or geometry (same formula, charge and spin) (kcal/mol) = 25.22
- multiplicity = 1


2 unconnected molecules or ions with the total composition H3NO3PS in a non-equilibrium geometry. Source: the OMol25 dataset; level of theory: ωB97M-V/def2-TZVPD.

```
9
H3NO3PS ωB97M-V/def2-TZVPD
N -0.7229 0.2580 -0.7190
O 3.6097 -0.3351 0.3291
O 1.6280 0.8686 1.0918
O 2.2790 0.9711 -1.2985
P 1.0782 -1.5691 -0.2929
S 2.3567 0.2266 -0.0543
H -0.1417 0.7524 -0.0470
H -0.4613 0.8412 -1.5187
H 0.3898 -1.3074 0.8598
```

- total energy (eV) = -27804.2364
- LUMO energy (spin up / spin down) (eV) = 2.76 / 2.76
- net charge = -1
- orbital gap (spin up / spin down) (eV) = 7.7 / 7.7
- energy relative to the best compared isomer or geometry (same formula, charge and spin) (kcal/mol) = 63.65
- multiplicity = 1


H3NO4S in the gas phase in a non-equilibrium geometry. Source: the OMol25 dataset; level of theory: ωB97M-V/def2-TZVPD.

```
9
H3NO4S ωB97M-V/def2-TZVPD
N -0.3970 1.3092 -0.2287
O 0.8152 0.1569 1.4834
O 2.0381 0.6606 -0.6772
O -0.8644 -1.3422 0.2033
O 0.1962 -1.1381 -0.7601
S 0.9039 0.3502 0.0778
H -1.0247 1.0727 0.5425
H -0.7602 1.1674 -1.1727
H -0.9072 -2.2367 0.5317
```

- total energy (eV) = -20560.0135
- SMILES = NS(=O)(=O)OO
- LUMO energy (eV) = 0.50
- net charge = 0
- orbital gap (eV) = 11.5
- energy relative to the best compared isomer or geometry (same formula, charge and spin) (kcal/mol) = 11.57
- multiplicity = 1


H3NS2 in the gas phase in a non-equilibrium geometry. Source: the OMol25 dataset; level of theory: ωB97M-V/def2-TZVPD.

```
6
H3NS2 ωB97M-V/def2-TZVPD
N -1.3783 0.2697 0.7643
S 1.8318 -0.1569 0.2995
S -0.3182 -0.0280 -0.3847
H -1.4943 1.2635 0.9933
H 2.0052 0.0678 -1.0468
H -0.6462 -1.4162 -0.6257
```

- total energy (eV) = -23206.8405
- LUMO energy (eV) = -0.28
- net charge = 0
- orbital gap (eV) = 8.5
- energy relative to the best compared isomer or geometry (same formula, charge and spin) (kcal/mol) = 49.45
- multiplicity = 1


A gas-phase ion, H3O (charge +1) in a non-equilibrium geometry. Source: the OMol25 dataset; level of theory: ωB97M-V/def2-TZVPD.

```
4
H3O ωB97M-V/def2-TZVPD
O -0.0512 0.1078 -0.0654
H 0.2081 -0.7234 -0.6756
H 0.6482 0.2636 0.4695
H -0.4470 -0.4025 0.7292
```

- total energy (eV) = -2086.3293
- LUMO energy (eV) = -6.15
- net charge = +1
- orbital gap (eV) = 18.3
- energy relative to the best compared isomer or geometry (same formula, charge and spin) (kcal/mol) = 20.12
- multiplicity = 1